Record 1
{
  "formula": "C3H10N4O2",
  "method": "ωB97M-V with the def2-TZVPD basis set",
  "gap_ev": 7.483,
  "homo_energy_ev": -6.81,
  "max_force_ha_per_bohr": 0.02911,
  "e_above_lowest_kcal_mol": 61.4,
  "charge": 0,
  "species": ["C", "C", "C", "N", "N", "N", "N", "O", "O", "H", "H", "H", "H", "H", "H", "H", "H", "H", "H"],
  "positions_angstrom": [[2.02013, 1.93608, 2.94798], [-0.56559, -0.91782, -0.54259], [0.09129, -0.43641, 0.78431], [0.17362, -0.38625, -1.69832], [-0.47033, -1.22630, 1.86841], [-0.13870, 0.94419, 1.03875], [0.41041, 1.73486, -0.04560], [2.36404, 2.51445, 2.01502], [1.72180, 1.38120, 3.90195], [-0.62297, -2.01312, -0.53957], [-1.58168, -0.51856, -0.57840], [1.17962, -0.70692, 0.72286], [-0.31674, -0.61370, -2.55821], [1.08129, -0.84044, -1.73683], [-1.44805, -0.96183, 1.95160], [-0.02508, -0.92373, 2.72783], [-0.16817, 2.57271, -0.12797], [1.39397, 2.03657, 0.13833], [0.37238, 1.16248, -0.94287]],
  "mulliken_charge": [0.755, -0.839, 0.179, -0.590, -0.684, -0.955, -0.098, -0.460, -0.349, 0.364, 0.388, 0.208, 0.216, 0.212, 0.294, 0.284, 0.313, 0.337, 0.425]
}

Record 2
{
  "formula": "C69H142InN7O13",
  "method": "ωB97M-V with the def2-TZVPD basis set",
  "gap_ev": 3.259,
  "homo_energy_ev": -7.84,
  "max_force_ha_per_bohr": 0.09772,
  "e_above_lowest_kcal_mol": 64.8,
  "charge": 0,
  "species": ["In", "C", "C", "O", "O", "H", "H", "H", "C", "C", "O", "O", "H", "H", "H", "C", "C", "O", "O", "H", "H", "H", "C", "C", "C", "C", "C", "C", "N", "O", "C", "C", "C", "H", "H", "H", "H", "H", "H", "H", "H", "H", "H", "H", "H", "H", "H", "H", "H", "H", "H", "H", "C", "C", "C", "C", "C", "C", "N", "O", "C", "C", "C", "H", "H", "H", "H", "H", "H", "H", "H", "H", "H", "H", "H", "H", "H", "H", "H", "H", "H", "H", "C", "C", "C", "C", "C", "C", "N", "O", "C", "C", "C", "H", "H", "H", "H", "H", "H", "H", "H", "H", "H", "H", "H", "H", "H", "H", "H", "H", "H", "H", "C", "C", "C", "C", "C", "C", "N", "O", "C", "C", "C", "H", "H", "H", "H", "H", "H", "H", "H", "H", "H", "H", "H", "H", "H", "H", "H", "H", "H", "H", "C", "C", "C", "C", "C", "C", "N", "O", "C", "C", "C", "H", "H", "H", "H", "H", "H", "H", "H", "H", "H", "H", "H", "H", "H", "H", "H", "H", "H", "H", "C", "C", "C", "C", "C", "C", "N", "O", "C", "C", "C", "H", "H", "H", "H", "H", "H", "H", "H", "H", "H", "H", "H", "H", "H", "H", "H", "H", "H", "H", "C", "C", "C", "C", "C", "C", "N", "O", "C", "C", "C", "H", "H", "H", "H", "H", "H", "H", "H", "H", "H", "H", "H", "H", "H", "H", "H", "H", "H", "H"],
  "positions_angstrom": [[-3.33011, 2.71009, -1.11072], [-6.74981, 2.58565, 2.64815], [-5.65796, 2.76542, 1.53592], [-5.36636, 3.91633, 1.11013], [-4.89509, 1.78722, 1.29505], [-6.82785, 1.54425, 2.96039], [-7.64488, 2.96822, 2.15764], [-6.53873, 3.09911, 3.58618], [-3.26530, 7.26538, -2.63806], [-3.59997, 5.86314, -2.39976], [-2.93809, 4.96585, -2.97505], [-4.48432, 5.63925, -1.47849], [-2.78148, 7.83380, -1.84376], [-4.22057, 7.78016, -2.74082], [-2.80588, 7.25668, -3.62647], [0.20895, -0.41970, 0.30801], [-0.89894, 0.47614, -0.28615], [-2.07053, 0.37000, 0.19943], [-0.70821, 1.12931, -1.31903], [1.22760, -0.06126, 0.15976], [0.12438, -1.44726, -0.04564], [0.16461, -0.35008, 1.39488], [-5.94827, -0.39445, 4.46775], [-4.42173, -0.21892, 4.80905], [-4.03078, 1.25830, 5.01659], [-4.66313, 1.83013, 6.26632], [-4.19906, 1.08528, 7.47082], [-4.30385, -0.43493, 7.47309], [-3.90029, -0.85630, 6.07947], [-3.85956, -2.28999, 6.00322], [-3.28369, -1.02347, 8.48204], [-5.83189, -0.79921, 7.96186], [-3.59310, -0.67407, 3.60009], [-6.52471, 0.38166, 4.97121], [-6.18692, -1.40325, 4.80461], [-6.29155, -0.36493, 3.43363], [-2.94260, 1.32118, 5.01991], [-4.21981, 1.86179, 4.12881], [-5.74852, 1.80359, 6.16971], [-4.28359, 2.85062, 6.21496], [-4.38527, 1.60508, 8.41062], [-3.12507, 1.21024, 7.33281], [-2.90422, -2.00328, 8.19210], [-2.26722, -0.63125, 8.51477], [-3.67921, -1.06530, 9.49689], [-5.99792, -0.07128, 8.75600], [-6.41293, -0.65233, 7.05141], [-5.87187, -1.84691, 8.25990], [-4.24654, -0.41060, 2.76841], [-3.37791, -1.72196, 3.39103], [-2.62931, -0.17257, 3.51240], [-2.92027, -2.47994, 5.94617], [-3.22669, -6.05757, 0.69142], [-3.91600, -4.74389, 1.03824], [-5.18355, -4.87096, 0.16182], [-6.20062, -5.83647, 0.70174], [-6.66557, -5.49281, 2.13730], [-5.54413, -5.14908, 3.12310], [-4.35578, -4.51187, 2.41840], [-3.28632, -4.22459, 3.29662], [-6.12981, -4.25339, 4.16331], [-5.07008, -6.47844, 3.77427], [-3.15910, -3.46591, 0.43864], [-3.88409, -6.90978, 0.86367], [-2.34530, -6.14971, 1.32606], [-2.82024, -6.12333, -0.31782], [-5.69079, -3.91914, 0.31941], [-5.03300, -4.93078, -0.91607], [-5.86734, -6.87159, 0.77611], [-7.07661, -6.01275, 0.07750], [-7.37360, -6.23039, 2.51514], [-7.30976, -4.63920, 1.92638], [-5.66088, -4.26218, 5.14725], [-6.24988, -3.23913, 3.78259], [-7.10457, -4.68122, 4.39765], [-4.78447, -6.36453, 4.82000], [-5.66434, -7.36042, 3.53541], [-4.13796, -6.76304, 3.28614], [-2.89800, -3.49761, -0.61915], [-2.25765, -3.39821, 1.04767], [-3.61641, -2.48398, 0.56011], [-3.19361, -3.27701, 3.17372], [6.30179, -0.75058, 3.45308], [7.15465, -1.47913, 2.24850], [7.81864, -2.69369, 2.87324], [6.84312, -3.84828, 3.18345], [5.94488, -4.19133, 1.98450], [5.23584, -3.03333, 1.31984], [6.26491, -1.98887, 1.11962], [5.66097, -0.94192, 0.54578], [4.67084, -3.50900, -0.06502], [4.02262, -2.40025, 2.16530], [8.36609, -0.59970, 1.80967], [5.71938, 0.06095, 3.01682], [6.85537, -0.14605, 4.17154], [5.79729, -1.42262, 4.14730], [8.41656, -3.00286, 2.01592], [8.41542, -2.59981, 3.78051], [6.18142, -3.49258, 3.97322], [7.40345, -4.70762, 3.55176], [5.10926, -4.81860, 2.29492], [6.47330, -4.79565, 1.24716], [3.82875, -4.20066, -0.04032], [4.10412, -2.70708, -0.53815], [5.43521, -3.89620, -0.73874], [3.07862, -2.86235, 1.87647], [4.26931, -2.66028, 3.19469], [3.83101, -1.34473, 1.97226], [8.53193, -0.84113, 0.75976], [9.26740, -0.86131, 2.36402], [8.12174, 0.45839, 1.90373], [4.88935, -0.69015, 1.05842], [-5.51996, -0.15708, -3.35654], [-4.64934, 0.32654, -4.49560], [-5.50969, 1.29782, -5.25430], [-4.69943, 1.98436, -6.42685], [-3.42404, 2.65910, -5.84074], [-2.50683, 1.61729, -5.10083], [-3.41430, 1.04035, -4.05417], [-2.68957, 0.22356, -3.17246], [-1.72215, 0.68179, -6.15205], [-1.39323, 2.45950, -4.42363], [-4.35216, -0.91348, -5.35097], [-6.46223, -0.50634, -3.77875], [-5.76454, 0.58395, -2.59552], [-5.04995, -0.96077, -2.78973], [-6.26781, 0.80208, -5.86059], [-5.93300, 2.08879, -4.63521], [-5.24760, 2.82786, -6.84651], [-4.36289, 1.35198, -7.24839], [-3.78482, 3.39462, -5.12174], [-2.81758, 3.32535, -6.45427], [-2.12975, 0.64003, -7.16211], [-0.73641, 1.07405, -6.40216], [-1.57006, -0.35546, -5.85357], [-1.46102, 2.58129, -3.34258], [-0.46330, 1.89181, -4.45599], [-1.26891, 3.51917, -4.64669], [-3.62287, -1.61873, -4.95240], [-4.02423, -0.70814, -6.36998], [-5.31717, -1.41709, -5.40801], [-1.88373, -0.09915, -3.58244], [7.69738, 3.08973, -0.07841], [8.22778, 2.35986, -1.29033], [6.96174, 1.45626, -1.63795], [5.80915, 2.17693, -2.33452], [6.34470, 2.72779, -3.50692], [7.49139, 3.73246, -3.28716], [8.53433, 3.15978, -2.47884], [9.61136, 4.00764, -2.38742], [8.06084, 4.14481, -4.67685], [6.85472, 5.13928, -2.71267], [9.47651, 1.47705, -1.05696], [8.19555, 4.05375, 0.02453], [8.04581, 2.35876, 0.65124], [6.64583, 3.27119, 0.14392], [7.20706, 0.54823, -2.18877], [6.56961, 1.16334, -0.66403], [5.36208, 2.89631, -1.64843], [4.92934, 1.57480, -2.56139], [5.55650, 3.29281, -4.00453], [6.49636, 1.98711, -4.29209], [8.38447, 3.35898, -5.35938], [7.39374, 4.76453, -5.27603], [8.90097, 4.82931, -4.55967], [6.67070, 5.23929, -1.64298], [7.34375, 6.10038, -2.87151], [5.85917, 5.26917, -3.13708], [10.36323, 2.06803, -0.82767], [9.78216, 0.94451, -1.95756], [9.26157, 0.80781, -0.22388], [10.28435, 3.64130, -2.96575], [-0.70118, -3.31621, -5.15724], [0.47809, -3.24083, -4.08586], [0.36402, -4.62756, -3.28961], [1.57721, -4.90489, -2.45515], [2.75435, -4.82539, -3.35281], [3.00612, -3.48175, -4.18446], [1.76883, -3.32349, -4.95210], [1.83424, -2.20554, -5.81820], [3.48938, -2.37296, -3.18081], [4.22200, -3.71496, -5.12178], [0.29004, -2.01803, -3.11785], [-0.79471, -4.33880, -5.52286], [-0.69976, -2.57946, -5.96054], [-1.66626, -3.15560, -4.67671], [-0.49839, -4.51732, -2.63219], [0.06345, -5.48711, -3.88871], [1.47438, -5.85758, -1.93560], [1.68256, -4.16783, -1.65907], [2.63097, -5.61479, -4.09425], [3.57857, -5.15624, -2.72092], [2.88529, -2.44111, -2.27608], [4.54913, -2.23488, -2.96641], [3.20559, -1.41975, -3.62687], [4.50845, -2.93596, -5.82833], [5.15455, -4.04331, -4.66282], [3.85316, -4.41063, -5.87552], [-0.76408, -1.86029, -2.88973], [0.61086, -1.06649, -3.54181], [0.66700, -2.33876, -2.14669], [1.79703, -2.56961, -6.70570], [-1.90176, 3.08446, 2.73423], [-0.83295, 4.27104, 2.33210], [0.53638, 3.70948, 2.73351], [1.72297, 4.38598, 2.04645], [1.42887, 4.24842, 0.52486], [0.17023, 4.94858, 0.03643], [-0.98491, 4.43388, 0.85286], [-2.18020, 4.99333, 0.60253], [0.34798, 6.49802, 0.14637], [-0.03748, 4.62726, -1.49833], [-1.21172, 5.56120, 3.05303], [-1.79148, 2.21468, 2.08660], [-2.90127, 3.48626, 2.56801], [-1.84773, 2.75707, 3.77249], [0.65530, 3.97315, 3.78443], [0.77002, 2.66190, 2.54357], [2.71793, 4.05065, 2.33924], [1.82388, 5.42572, 2.35767], [1.36858, 3.17944, 0.32060], [2.33481, 4.72120, 0.14557], [0.73192, 7.01826, -0.73115], [-0.60403, 6.98951, 0.34694], [0.99807, 6.79760, 0.96841], [-0.72817, 5.41161, -1.80791], [0.88616, 4.88520, -2.01644], [-0.15970, 3.55841, -1.67363], [-1.10411, 5.58603, 4.13742], [-2.22641, 5.93420, 2.91388], [-0.69262, 6.41496, 2.61743], [-2.08069, 5.91809, 0.84028]],
  "mulliken_charge": [1.651, -1.097, 0.672, -0.600, -0.353, 0.132, 0.496, 0.277, -1.089, 0.584, -0.436, -0.601, 0.232, 0.382, 0.278, -1.564, 1.298, -0.652, -0.719, 0.383, 0.061, 0.507, -2.010, 3.366, -0.872, -1.020, -1.304, 1.239, -0.006, -0.343, -1.822, -1.500, 0.840, 0.465, 0.308, 0.376, 0.543, -0.450, 0.348, 0.463, 0.561, 0.362, 0.355, 0.417, 0.386, 0.391, 0.335, 0.385, 0.240, -1.704, 0.502, 0.288, -2.029, 2.229, -1.306, -0.972, -1.475, 2.028, 0.659, -0.727, -2.056, -1.673, -2.622, 0.326, 0.473, 0.317, 0.397, 0.573, 0.340, 0.408, 0.495, 0.401, 0.366, 0.318, 0.476, 0.380, 0.315, 0.405, 0.443, 0.538, 0.332, -0.575, -1.771, 1.959, -1.281, -0.870, -1.205, 1.824, -0.077, 0.116, -2.595, -1.630, -1.991, 0.425, 0.457, 0.309, 0.476, 0.392, 0.309, 0.450, 0.355, 0.476, 0.526, 0.302, 0.496, 0.503, 0.389, 0.351, 0.535, 0.249, 0.355, -0.041, -1.993, 1.722, -1.331, -0.977, -1.266, 1.542, -0.051, 1.187, -1.959, -1.215, -1.820, 0.546, 0.366, 0.383, 0.402, 0.363, 0.573, 0.373, 0.135, 0.602, 0.377, 0.561, 0.364, -0.222, 0.340, 0.348, 0.121, 0.308, 0.563, -0.157, -1.975, 1.661, -0.878, -0.311, -1.489, 1.571, 0.491, -0.513, -2.042, -1.610, -1.419, 0.382, 0.569, 0.251, 0.471, 0.137, 0.035, 0.399, 0.525, 0.230, 0.391, 0.402, 0.460, 0.324, 0.366, 0.387, 0.462, 0.438, 0.003, 0.354, -1.846, 1.602, -1.620, -0.145, -1.325, 1.921, 0.119, -0.456, -1.446, -2.026, -0.464, 0.435, 0.335, 0.411, 0.324, 0.469, 0.537, -0.090, 0.396, 0.509, -0.290, 0.586, 0.463, 0.363, 0.378, 0.502, 0.200, 0.431, -0.613, 0.361, -1.878, 1.880, -1.302, -1.109, -1.383, 1.736, 0.903, -0.184, -1.672, -1.206, -2.024, 0.053, 0.313, 0.576, 0.599, 0.353, 0.509, 0.331, 0.124, 0.589, 0.413, 0.301, 0.319, 0.197, 0.492, -0.095, 0.398, 0.318, 0.501, 0.111]
}

Record 3
{
  "formula": "C3H4ClFO",
  "method": "ωB97M-V with the def2-TZVPD basis set",
  "gap_ev": 9.720,
  "homo_energy_ev": -8.92,
  "smiles": "CO/C=C(/F)Cl",
  "max_force_ha_per_bohr": 0.03839,
  "e_above_lowest_kcal_mol": 28.5,
  "charge": 0,
  "species": ["C", "C", "C", "H", "H", "H", "H", "O", "F", "Cl"],
  "positions_angstrom": [[0.13099, 1.44816, 2.47702], [0.19502, -0.34705, 0.87416], [0.08682, -0.73583, -0.38882], [0.91824, 0.94420, 3.08013], [-0.81096, 1.24032, 2.98746], [0.33709, 2.55206, 2.44374], [0.33301, -1.09255, 1.63760], [-0.02765, 0.95016, 1.18028], [0.18980, -2.06138, -0.76934], [-0.27890, 0.30091, -1.79066]],
  "mulliken_charge": [-0.646, -0.048, 0.218, 0.299, 0.296, 0.219, 0.362, -0.314, -0.237, -0.149]
}

Repeat the first record exactly.
{
  "formula": "C3H10N4O2",
  "method": "ωB97M-V with the def2-TZVPD basis set",
  "gap_ev": 7.483,
  "homo_energy_ev": -6.81,
  "max_force_ha_per_bohr": 0.02911,
  "e_above_lowest_kcal_mol": 61.4,
  "charge": 0,
  "species": ["C", "C", "C", "N", "N", "N", "N", "O", "O", "H", "H", "H", "H", "H", "H", "H", "H", "H", "H"],
  "positions_angstrom": [[2.02013, 1.93608, 2.94798], [-0.56559, -0.91782, -0.54259], [0.09129, -0.43641, 0.78431], [0.17362, -0.38625, -1.69832], [-0.47033, -1.22630, 1.86841], [-0.13870, 0.94419, 1.03875], [0.41041, 1.73486, -0.04560], [2.36404, 2.51445, 2.01502], [1.72180, 1.38120, 3.90195], [-0.62297, -2.01312, -0.53957], [-1.58168, -0.51856, -0.57840], [1.17962, -0.70692, 0.72286], [-0.31674, -0.61370, -2.55821], [1.08129, -0.84044, -1.73683], [-1.44805, -0.96183, 1.95160], [-0.02508, -0.92373, 2.72783], [-0.16817, 2.57271, -0.12797], [1.39397, 2.03657, 0.13833], [0.37238, 1.16248, -0.94287]],
  "mulliken_charge": [0.755, -0.839, 0.179, -0.590, -0.684, -0.955, -0.098, -0.460, -0.349, 0.364, 0.388, 0.208, 0.216, 0.212, 0.294, 0.284, 0.313, 0.337, 0.425]
}